# 1
Computed, not measured: a cluster of 2 separate species, C4H5N3 in total at a distorted geometry, with the ωB97M-V functional and the def2-TZVPD basis.

- HOMO (eV) = -11.3
- relative energy (zero: lowest compared OMol25 entry of this formula, charge and spin) (kcal per mole) = 66.96
- DFT total energy (eV) = -8696.909
- maximum force (eV/A) = 1.2
- molecular weight (g/mol) = 95.10

```
12
Properties=species:S:1:pos:R:3:forces:R:3
C 0.440670 -1.539137 0.262180 -0.01 -0.13 -0.01
N 0.213052 -0.115138 0.403272 -0.41 0.11 -0.09
C -0.928317 0.394830 0.195291 0.32 -0.04 0.03
C 1.850314 3.192731 -0.921915 -0.17 -0.96 0.67
N 1.648713 2.220164 -0.296594 0.23 0.98 -0.62
C -2.112885 -0.344052 -0.207396 -0.81 -0.61 -0.27
N -3.055351 -0.919770 -0.552149 0.89 0.56 0.35
H -0.469480 -2.126233 0.089619 0.11 0.12 0.02
H 0.946801 -1.898163 1.161865 -0.07 0.05 -0.11
H 1.128655 -1.682635 -0.576297 -0.07 -0.01 0.10
H 1.387148 1.343038 0.156791 0.01 0.05 -0.05
H -1.049319 1.474366 0.285332 -0.01 -0.13 -0.02
```
Positions in Å, forces in eV/Å.

# 2
Computed, not measured: the molecule C4H5N3 at a distorted geometry, with the ωB97M-V functional and the def2-TZVPD basis.

- structure (SMILES) = [H]/N=C\C(CC#N)=N/[H]
- HOMO (eV) = -10.4
- relative energy (zero: lowest compared OMol25 entry of this formula, charge and spin) (kcal per mole) = 54.69
- DFT total energy (eV) = -8697.441
- maximum force (eV/A) = 2.3
- molecular weight (g/mol) = 95.10

```
12
Properties=species:S:1:pos:R:3:forces:R:3
C -0.891720 -1.064679 -0.109415 -0.51 0.81 0.12
C 0.482265 -0.482504 -0.091955 1.52 0.53 1.42
C 0.550584 0.952911 -0.555460 2.14 0.21 0.70
N 1.503616 -1.058842 0.448424 -1.39 0.50 -0.91
N 1.205840 1.835467 0.123359 -2.04 -0.17 -1.03
C -1.848866 0.065002 0.225372 -1.31 -0.78 0.44
N -2.717447 0.769468 0.540792 1.52 -0.77 -0.56
H 2.326669 -0.440860 0.389684 -0.39 -0.25 -0.02
H 1.279726 1.583320 1.116817 0.56 -0.45 -0.45
H -1.114465 -1.413147 -1.122014 -0.19 -0.10 0.14
H -0.970819 -1.878577 0.616743 -0.17 0.14 -0.21
H 0.194617 1.132440 -1.582347 0.26 0.35 0.35
```
Positions in Å, forces in eV/Å.

# 3
Computed, not measured: the molecule C4H5N3 at a distorted geometry, with the ωB97M-V functional and the def2-TZVPD basis.

- structure (SMILES) = C1=NN=C[C@H]2N[C@@H]12
- HOMO (eV) = -8.4
- relative energy (zero: lowest compared OMol25 entry of this formula, charge and spin) (kcal per mole) = 142.44
- DFT total energy (eV) = -8693.635
- maximum force (eV/A) = 8.1
- molecular weight (g/mol) = 95.11

```
12
Properties=species:S:1:pos:R:3:forces:R:3
C -0.519165 -0.752509 -0.321318 0.44 -5.10 -2.75
C 0.853768 -1.187142 -0.155013 1.59 -1.29 -2.10
C 0.311528 1.458938 -0.231069 4.98 -1.85 2.38
C -0.810273 0.724134 -0.176726 -5.99 -2.99 -1.38
H -0.432318 -0.262856 1.679160 1.56 0.12 1.09
H -1.333402 -1.258097 -0.937020 1.52 -0.02 0.70
H 1.323598 -2.221313 -0.387386 -1.42 1.70 0.40
H 0.185044 2.436281 -0.041611 0.46 3.86 -0.37
H -1.892576 0.720115 -0.659696 2.42 1.83 0.74
N -0.928424 -0.261029 0.843257 -4.48 1.62 2.27
N 1.749902 -0.307307 0.178408 1.27 -5.58 0.13
N 1.492319 0.910785 0.209015 -2.33 7.69 -1.11
```
Positions in Å, forces in eV/Å.

# 4
Computed, not measured: the molecule C4H5N3 at a distorted geometry, with the ωB97M-V functional and the def2-TZVPD basis.

- structure (SMILES) = C=NN/C=C/C#N
- HOMO (eV) = -9.1
- relative energy (zero: lowest compared OMol25 entry of this formula, charge and spin) (kcal per mole) = 97.02
- DFT total energy (eV) = -8695.605
- maximum force (eV/A) = 4.3
- molecular weight (g/mol) = 95.11

```
12
Properties=species:S:1:pos:R:3:forces:R:3
C 0.489620 2.435044 0.182948 -0.87 -2.07 -0.85
C 0.063204 -0.487162 0.068639 -0.85 -3.03 -1.50
C -0.253684 -1.823610 -0.194897 1.20 2.83 1.73
C -0.572025 -2.266092 -1.525426 -2.11 -2.03 -1.29
H 0.321970 3.473936 0.356247 -0.19 0.61 -0.07
H 0.707875 2.056300 -0.823178 0.78 0.33 0.17
H -0.037514 -0.030479 2.210964 1.82 0.09 -3.70
H -0.018975 0.094789 -0.832658 0.31 0.68 0.00
H -0.234371 -2.474379 0.685905 -0.15 -0.41 -0.84
N 0.118684 1.666680 1.111717 1.35 -1.02 2.13
N 0.482613 0.180451 1.202613 -3.13 2.14 1.93
N -1.067397 -2.825477 -2.442875 1.84 1.87 2.29
```
Positions in Å, forces in eV/Å.

# 5
Computed, not measured: the molecule C4H5N3 at a distorted geometry, with the ωB97M-V functional and the def2-TZVPD basis.

- structure (SMILES) = N#C[C@H]1CN=CN1
- HOMO (eV) = -9.4
- relative energy (zero: lowest compared OMol25 entry of this formula, charge and spin) (kcal per mole) = 96.09
- DFT total energy (eV) = -8695.645
- maximum force (eV/A) = 3.4
- molecular weight (g/mol) = 95.10

```
12
Properties=species:S:1:pos:R:3:forces:R:3
N 1.257400 0.108082 1.855832 1.66 -1.76 -0.46
C 1.071137 -0.405899 0.825721 3.14 1.00 0.65
C 0.647656 -0.185345 -0.663417 0.12 -0.14 0.20
C -0.625948 -1.004219 -0.682173 0.06 -0.14 0.26
N -1.064200 -0.570771 0.670254 -2.13 1.50 -0.38
C -0.694692 0.676563 0.730239 -2.57 -0.17 -1.09
N 0.040384 1.130236 -0.412017 -0.07 -0.09 0.19
H 1.421935 -0.221704 -1.437435 -0.29 -0.08 0.26
H -1.393306 -0.633165 -1.377167 0.56 -0.09 -0.21
H -0.483149 -2.078051 -0.817049 -0.08 0.15 0.43
H -0.924067 1.339443 1.557568 0.01 -0.10 -0.17
H 0.746845 1.844830 -0.250351 -0.41 -0.07 0.32
```
Positions in Å, forces in eV/Å.

# 6
Computed, not measured: a cluster of 2 separate species, C4H5N3O in total at a distorted geometry, with the ωB97M-V functional and the def2-TZVPD basis.

- HOMO (eV) = -8.7
- relative energy (zero: lowest compared OMol25 entry of this formula, charge and spin) (kcal per mole) = 128.12
- DFT total energy (eV) = -10742.059
- maximum force (eV/A) = 5.3
- molecular weight (g/mol) = 111.10

```
13
Properties=species:S:1:pos:R:3:forces:R:3
C -0.230541 0.609670 0.404914 -0.18 0.57 -1.17
C 1.109230 0.481780 0.361249 -0.45 -0.75 0.95
C -0.534225 -2.224758 0.944980 -0.73 -0.39 0.30
C -1.115363 1.269722 -0.635782 0.09 -2.39 -3.21
N -1.537816 -1.836856 1.391382 -2.60 0.92 1.45
N -1.433956 0.929211 0.727342 0.16 0.95 0.70
N 1.944233 -0.534639 0.299773 0.75 5.25 -0.19
O 0.311156 -2.838936 0.478792 3.06 -1.37 -1.50
H -0.848416 2.267447 -1.123068 -0.60 -1.03 1.39
H -1.457518 0.448439 -1.456288 0.64 2.10 1.72
H -1.890990 -1.007880 1.820975 0.01 0.35 -0.14
H 2.842404 -0.115910 0.137596 0.75 -1.02 0.15
H 1.809075 -1.467431 0.171590 -0.91 -3.18 -0.43
```
Positions in Å, forces in eV/Å.

# 7
Computed, not measured: the molecule C4H5N3O at a distorted geometry, with the ωB97M-V functional and the def2-TZVPD basis.

- structure (SMILES) = O=NCc1cnc[nH]1
- HOMO (spin up / spin down) (eV) = -9.0 / -9.0
- relative energy (zero: lowest compared OMol25 entry of this formula, charge and spin) (kcal per mole) = 87.55
- DFT total energy (eV) = -10743.818
- maximum force (eV/A) = 2.8
- molecular weight (g/mol) = 111.10

```
13
Properties=species:S:1:pos:R:3:forces:R:3
C -0.502014 -1.117797 -1.736209 1.48 -0.04 -1.59
C -0.121629 -0.072170 0.108663 1.49 1.15 0.69
C -1.459461 -0.392475 0.002226 2.10 0.01 -0.07
C 0.648678 0.657185 1.241909 -0.78 -1.90 -1.79
N -1.670073 -1.023857 -1.178143 -0.21 -0.60 -0.68
N 0.515391 -0.559839 -1.025113 -0.65 0.23 0.77
N 1.108361 -0.469429 1.999849 0.73 -1.51 2.26
O 0.687330 -0.557205 3.136185 0.23 0.31 -1.33
H -0.177311 -1.449640 -2.722022 -0.95 -0.39 0.13
H 1.575021 1.179340 0.980376 -0.60 0.36 -0.35
H -0.108329 1.130402 1.785324 -0.67 1.62 1.02
H 1.526458 -0.623292 -1.246489 -1.36 0.27 0.40
H -2.180309 -0.373182 0.770382 -0.81 0.50 0.52
```
Positions in Å, forces in eV/Å.

# 8
Computed, not measured: a structure of composition C4H5N3O at a distorted geometry, with the ωB97M-V functional and the def2-TZVPD basis.

- HOMO (eV) = -9.3
- relative energy (zero: lowest compared OMol25 entry of this formula, charge and spin) (kcal per mole) = 188.05
- DFT total energy (eV) = -10739.460
- maximum force (eV/A) = 10.1
- molecular weight (g/mol) = 111.10

```
13
Properties=species:S:1:pos:R:3:forces:R:3
C -0.374583 0.256278 -0.340309 1.59 -2.28 0.09
C 1.545882 -0.261221 1.005205 -2.52 -2.44 4.78
C -0.176254 -1.170925 -0.728872 0.05 1.32 0.33
C 0.091665 -2.262919 -1.145252 -0.18 -1.50 -0.33
H -2.146325 2.853810 -0.912980 2.35 -2.88 1.06
H -1.285887 2.366851 0.496267 -0.01 -0.18 -1.03
H 1.285574 1.802809 0.143041 -1.39 -2.76 0.26
H 2.980494 -0.188923 0.998797 -4.83 -0.34 0.05
H 0.227537 -3.324576 -1.441099 -0.09 1.62 0.37
N -1.299094 2.196713 -0.535333 -2.80 2.31 0.15
N -1.454067 0.764054 -0.755631 1.05 2.90 0.27
N 0.798848 0.859785 0.418119 0.74 -1.97 -0.72
O 0.762318 -1.202638 1.760159 6.03 6.20 -5.27
```
Positions in Å, forces in eV/Å.

# 9
Computed, not measured: the molecule C4H5N3O at a distorted geometry, with the ωB97M-V functional and the def2-TZVPD basis.

- structure (SMILES) = O=C1NC=NN2C[C@@H]12
- HOMO (eV) = -9.2
- relative energy (zero: lowest compared OMol25 entry of this formula, charge and spin) (kcal per mole) = 103.27
- DFT total energy (eV) = -10743.137
- maximum force (eV/A) = 7.7
- molecular weight (g/mol) = 111.10

```
13
Properties=species:S:1:pos:R:3:forces:R:3
C -1.133671 -0.124191 -0.137374 -5.38 -0.21 1.79
C 0.450357 1.585307 -0.010457 4.01 -2.38 0.82
C 0.957492 -1.323013 0.677213 1.10 -2.52 0.57
C -0.017309 -0.910928 -0.417280 4.14 -6.24 -1.81
H -1.619089 1.837872 0.667151 2.72 -2.38 -1.99
H 0.504949 2.620971 0.148709 0.90 1.30 -0.03
H 1.457876 -2.352626 0.477997 -1.51 1.44 1.11
H 0.934837 -1.009467 1.740750 -0.15 0.18 -0.99
H -0.044977 -1.850231 -1.097653 -1.15 2.14 0.92
N -0.829788 1.167675 0.187699 -3.21 1.30 0.99
N 1.586580 0.861139 -0.141468 -3.08 2.52 -0.07
N 1.468456 -0.557162 -0.390164 -1.51 3.25 -0.69
O -2.293942 -0.613892 -0.025255 3.11 1.61 -0.63
```
Positions in Å, forces in eV/Å.

# 10
Computed, not measured: the molecule C4H5N3O at a distorted geometry, with the ωB97M-V functional and the def2-TZVPD basis.

- structure (SMILES) = [H]/N=C(\N)c1ccon1
- HOMO (eV) = -9.4
- relative energy (zero: lowest compared OMol25 entry of this formula, charge and spin) (kcal per mole) = 52.25
- DFT total energy (eV) = -10745.349
- maximum force (eV/A) = 1.9
- molecular weight (g/mol) = 111.10

```
13
Properties=species:S:1:pos:R:3:forces:R:3
C 0.106223 -1.163772 0.258735 0.55 -1.60 0.19
C -0.063320 0.253026 -0.049904 0.46 1.72 -0.71
C -1.174365 1.130675 0.098374 -0.68 0.43 0.23
C -0.733317 2.329874 -0.354833 1.19 -1.30 -0.75
H 2.068278 -0.990797 -0.325003 0.49 0.38 -0.16
H 1.673552 -2.567270 0.309595 -0.47 1.20 -0.38
H -0.588767 -2.816160 0.864174 0.30 -0.94 0.09
H -2.177088 0.933786 0.464503 0.44 -0.18 0.00
H -1.130391 3.292949 -0.560594 -0.48 0.44 0.20
N 1.381220 -1.622860 0.009542 -0.29 -1.28 0.57
N -0.863670 -1.876314 0.687145 -0.40 1.64 -0.11
N 0.956635 0.908618 -0.584960 -0.60 -0.40 0.17
O 0.545010 2.188245 -0.816775 -0.50 -0.11 0.68
```
Positions in Å, forces in eV/Å.